37
Properties=species:S:1:pos:R:3:mulliken_charge:R:1 method="wB97M-V/def2-TZVPD" largest_force_ev_per_a=2.9 total_charge=-1 molar_mass_g_mol=516.287 gap_ev=6.32
C 0.298 2.603 -0.800 -0.35
C 1.612 2.095 -0.555 -0.78
C 1.899 1.097 -1.586 -0.72
H 2.300 2.425 0.217 0.48
C 0.749 1.048 -2.448 -0.54
C -0.223 1.951 -1.965 -0.38
H -1.197 2.149 -2.415 0.39
H -0.195 3.389 -0.237 0.41
H 2.860 0.610 -1.763 0.63
H 0.666 0.436 -3.350 0.36
Bi 0.967 -0.468 0.256 1.35
Br 2.882 -0.635 2.099 -0.61
C -1.824 -1.359 1.597 -0.61
C -2.673 -0.641 0.709 -0.48
C -2.548 0.747 0.988 -0.39
H -3.281 -1.090 -0.088 0.35
C -1.629 0.901 2.070 -0.43
C -1.172 -0.407 2.451 -0.87
H -0.487 -0.636 3.270 0.51
H -1.710 -2.449 1.648 0.45
H -3.058 1.562 0.461 0.41
H -1.336 1.839 2.547 0.38
C 2.519 -5.232 -2.625 -0.98
Si 2.517 -4.883 -0.773 0.09
C 1.554 -6.116 0.271 -0.97
C 4.241 -4.563 -0.081 -0.92
C 1.487 -3.347 -0.743 -0.05
C 0.736 -2.360 -0.864 -0.44
H 2.985 -6.163 -2.972 0.34
H 3.019 -4.384 -3.119 0.28
H 1.463 -5.229 -2.935 0.28
H 1.908 -7.156 0.263 0.32
H 1.553 -5.762 1.313 0.29
H 0.516 -6.100 -0.096 0.29
H 4.705 -3.742 -0.651 0.29
H 4.160 -4.241 0.969 0.29
H 4.933 -5.419 -0.112 0.31


82
Properties=species:S:1:pos:R:3:mulliken_charge:R:1 method="wB97M-V/def2-TZVPD" largest_force_ev_per_a=1.1 smiles="CCCCCCCCC[C@]1(OCC)[C@@H](CCCCn2cccc2)C(=O)N[C@]1(O)B(O)O.O=C1OCCO1" relative_energy_kcal_mol=0.0 molar_mass_g_mol=524.464 gap_ev=7.83
C -1.244 3.963 -4.263 -1.42
C -0.317 3.686 -3.062 0.75
C 1.183 3.909 -3.316 -1.46
C 1.967 2.641 -3.677 0.73
C 1.613 2.009 -5.041 -0.97
C 1.269 0.521 -5.012 -1.08
C 0.068 0.181 -4.122 1.23
C -0.268 -1.320 -4.116 -1.10
C 0.112 -2.176 -2.889 -1.12
C -0.094 -1.587 -1.489 1.69
O 0.854 -0.608 -1.075 -0.65
C 2.160 -0.670 -1.625 0.60
C 2.976 0.469 -1.018 -1.99
C -0.173 -2.714 -0.413 1.16
C 1.083 -3.205 0.318 -1.82
C 1.816 -2.312 1.331 -0.40
C 0.961 -1.528 2.344 -0.39
C 0.814 -0.038 2.031 -0.14
N 0.454 0.732 3.208 0.45
C 1.327 1.406 4.013 -0.33
C 0.616 2.020 5.011 -0.87
C -0.755 1.710 4.798 -0.69
C -0.814 0.918 3.680 -0.50
C -1.390 -2.405 0.431 -1.10
O -1.989 -3.180 1.147 -0.70
N -1.767 -1.110 0.142 0.10
C -1.502 -0.885 -1.305 -1.37
O -1.504 0.509 -1.482 -0.57
B -2.768 -1.582 -2.011 0.92
O -3.873 -0.793 -2.200 -0.63
O -2.807 -2.921 -2.367 -0.65
H -1.931 3.133 -4.452 0.24
H -0.685 4.134 -5.185 0.36
H -1.862 4.846 -4.091 0.38
H -0.449 2.655 -2.716 -0.71
H -0.646 4.307 -2.226 0.56
H 1.338 4.670 -4.089 0.44
H 1.631 4.314 -2.402 0.47
H 3.025 2.926 -3.699 0.56
H 1.872 1.922 -2.859 -0.69
H 0.785 2.559 -5.497 0.31
H 2.470 2.149 -5.707 0.36
H 2.146 -0.079 -4.746 0.30
H 0.999 0.227 -6.035 0.46
H 0.226 0.573 -3.118 -0.84
H -0.780 0.732 -4.552 0.42
H 0.236 -1.762 -4.983 0.57
H -1.337 -1.476 -4.310 0.20
H -0.535 -3.051 -2.926 0.56
H 1.128 -2.564 -3.002 0.65
H 2.630 -1.632 -1.389 0.48
H 2.140 -0.569 -2.713 -0.04
H 3.691 0.857 -1.746 0.38
H 2.302 1.277 -0.728 0.39
H 3.527 0.151 -0.132 0.42
H -0.489 -3.615 -0.956 0.47
H 1.796 -3.524 -0.451 0.44
H 0.789 -4.122 0.838 0.49
H 2.506 -1.619 0.845 0.06
H 2.458 -2.988 1.905 0.48
H -0.010 -2.001 2.505 0.20
H 1.477 -1.569 3.310 0.51
H 1.756 0.366 1.651 0.15
H 0.066 0.158 1.265 -0.07
H 2.392 1.416 3.841 0.38
H 1.015 2.642 5.798 0.43
H -1.596 2.044 5.383 0.65
H -1.661 0.478 3.175 0.43
H -2.700 -0.860 0.454 0.41
H -1.866 0.720 -2.348 0.42
H -4.356 -0.988 -3.010 0.32
H -2.996 -3.526 -1.640 0.32
O -2.357 1.682 7.761 -0.52
C -2.133 0.541 7.996 0.69
O -3.079 -0.405 8.217 -0.34
C -2.446 -1.686 8.218 -0.31
C -1.014 -1.333 8.578 -0.29
O -0.897 -0.002 8.075 -0.32
H -2.932 -2.339 8.937 0.28
H -2.527 -2.119 7.219 0.25
H -0.850 -1.317 9.657 0.26
H -0.272 -1.972 8.108 0.28


19
Properties=species:S:1:pos:R:3:mulliken_charge:R:1 method="wB97M-V/def2-TZVPD" largest_force_ev_per_a=0.9 relative_energy_kcal_mol=14.2 total_charge=-1 molar_mass_g_mol=234.994 gap_ev=8.14
I -12.111 -16.837 -2.649 -0.65
O -9.711 -18.613 -4.648 -0.61
H -10.163 -18.248 -3.887 0.24
H -10.302 -19.292 -4.975 0.30
O -13.337 -16.518 0.911 -0.64
H -12.907 -15.676 1.062 0.30
H -13.122 -16.738 0.005 0.29
O -15.454 -17.683 -3.913 -0.60
H -15.552 -18.039 -4.796 0.28
H -14.640 -17.181 -3.945 0.28
O -9.717 -15.274 -4.621 -0.60
H -10.398 -15.366 -3.954 0.18
H -8.895 -15.353 -4.137 0.32
O -13.631 -13.543 -3.438 -0.61
H -12.880 -12.955 -3.364 0.30
H -13.455 -14.239 -2.804 0.29
O -9.558 -14.256 -1.577 -0.58
H -10.416 -14.653 -1.728 0.25
H -9.729 -13.542 -0.963 0.26


42
Properties=species:S:1:pos:R:3:mulliken_charge:R:1 method="wB97M-V/def2-TZVPD" largest_force_ev_per_a=1.4 smiles=CO.CO.CO.CO.CO.CO.CO relative_energy_kcal_mol=108.5 molar_mass_g_mol=224.294 gap_ev=10.50
C 0.491 0.069 0.103 -0.45
O 0.248 -1.188 0.698 -0.48
H -0.122 0.222 -0.785 0.23
H 0.102 0.857 0.749 0.20
H 1.570 0.197 0.020 0.22
H -0.704 -1.307 0.728 0.29
C 1.545 3.284 -5.479 -0.43
O 1.726 1.965 -5.983 -0.51
H 0.871 3.912 -6.062 0.21
H 1.072 3.267 -4.497 0.19
H 2.545 3.717 -5.462 0.22
H 2.654 1.721 -5.986 0.31
C -2.504 3.084 4.872 -0.52
O -1.656 4.080 4.271 -0.49
H -2.249 2.071 4.560 0.22
H -2.591 3.140 5.957 0.24
H -3.482 3.255 4.423 0.25
H -2.147 4.903 4.336 0.30
C -5.019 -0.510 -1.251 -0.53
O -4.399 -1.572 -0.550 -0.48
H -5.689 -0.884 -2.026 0.25
H -5.576 0.177 -0.614 0.26
H -4.270 0.076 -1.783 0.20
H -5.117 -2.169 -0.326 0.29
C 2.934 -5.633 3.358 -0.49
O 1.512 -5.516 3.342 -0.50
H 3.328 -5.768 4.365 0.21
H 3.275 -6.494 2.783 0.22
H 3.394 -4.782 2.855 0.24
H 1.289 -4.798 2.745 0.32
C -0.735 -2.940 -5.252 -0.50
O -0.849 -2.258 -6.507 -0.50
H -0.697 -4.014 -5.435 0.23
H 0.132 -2.701 -4.636 0.24
H -1.475 -2.647 -4.508 0.22
H -0.431 -1.395 -6.465 0.30
C 3.790 2.551 4.094 -0.43
O 3.233 3.375 3.072 -0.51
H 4.801 2.293 3.780 0.20
H 3.749 3.028 5.073 0.22
H 3.112 1.699 4.128 0.22
H 2.335 3.633 3.295 0.30


13
Properties=species:S:1:pos:R:3:mulliken_charge:R:1 method="wB97M-V/def2-TZVPD" largest_force_ev_per_a=5.3 relative_energy_kcal_mol=120.2 molar_mass_g_mol=167.990 gap_ev="7.58 / 7.26"
C -1.577 -0.311 0.168 -0.99
C -0.152 -0.826 0.295 -0.32
C 0.636 0.066 -0.567 -0.64
N 0.924 1.384 -0.162 1.10
O 1.288 2.112 -1.058 -0.57
O 0.799 1.791 0.967 -0.54
Br 2.864 -1.003 0.366 -0.21
H -1.683 -0.047 -0.949 0.28
H -1.437 0.617 0.811 0.31
H -2.377 -0.961 0.488 0.34
H -0.054 -1.916 0.026 0.37
H 0.165 -0.658 1.265 0.43
H 0.605 -0.249 -1.650 0.44


120
Properties=species:S:1:pos:R:3:mulliken_charge:R:1 method="wB97M-V/def2-TZVPD" largest_force_ev_per_a=11.1 relative_energy_kcal_mol=342.1 molar_mass_g_mol=720.600 gap_ev=9.09
H -2.371 0.529 -0.347 0.08
H -1.574 0.088 0.885 0.17
O -1.520 0.048 -0.056 -0.27
H 0.730 3.912 4.044 0.23
H 1.961 3.978 3.195 0.25
O 1.602 3.415 3.871 -0.57
H -0.212 -0.293 3.974 0.19
H -0.723 -1.417 4.818 0.27
O -0.428 -0.534 4.908 -0.65
H -4.432 -2.701 -2.920 0.30
H -2.951 -2.592 -1.897 0.30
O -3.857 -2.831 -2.031 -0.67
H 2.722 -2.310 -3.950 0.55
H 1.789 -1.410 -4.821 0.29
O 2.277 -2.245 -4.849 -0.77
H 0.478 -3.171 -5.257 0.34
O -0.448 -3.471 -5.195 -0.56
H -2.163 -3.145 -5.490 0.41
O -2.973 -2.783 -5.053 -0.61
H -3.221 5.026 0.582 0.31
H -1.864 5.150 -0.423 0.29
O -2.488 4.543 0.020 -0.56
H -3.202 -2.289 0.029 0.35
H -1.527 -2.409 -0.239 0.28
O -2.383 -2.709 0.281 -0.55
H 0.922 -2.374 0.377 -0.17
H 0.920 -1.256 -0.617 0.45
O 0.943 -2.194 -0.579 -0.12
H 3.236 2.098 -1.164 0.30
H 2.880 3.471 -0.406 0.23
O 2.490 2.456 -0.469 -0.61
H -3.186 -3.778 4.635 0.28
O -2.629 -2.982 4.944 -0.51
H -5.111 -0.792 -2.016 0.32
H -4.740 0.565 -2.841 0.29
O -5.388 -0.234 -2.891 -0.60
H -2.489 -0.493 -4.117 -0.15
H -3.004 -0.417 -2.610 0.08
O -2.367 -0.744 -3.236 -0.23
H 4.840 3.831 2.772 0.27
H 3.808 2.525 3.121 0.39
O 4.763 2.869 3.065 -0.67
H -3.078 4.211 4.039 0.32
H -1.773 4.268 3.224 0.34
O -2.279 4.742 3.867 -0.66
H -1.779 3.511 -3.565 0.29
H -2.742 3.980 -2.576 0.31
O -2.658 3.825 -3.478 -0.61
H -5.629 1.312 -0.307 0.32
H -6.180 1.004 1.129 0.25
O -5.524 0.781 0.439 -0.53
H -4.312 2.897 -2.381 0.32
O -4.325 2.588 -1.512 -0.49
H 4.487 1.246 5.079 0.26
H 3.148 0.613 4.621 0.28
O 3.955 0.928 4.394 -0.58
H 2.546 0.098 2.338 0.11
O 2.853 -0.530 1.749 -0.35
H 4.406 -0.690 0.684 0.45
H 4.601 -2.241 0.827 0.25
O 4.948 -1.493 0.516 -0.67
H -4.913 -3.986 1.789 0.32
H -5.853 -2.865 2.378 0.26
O -4.939 -3.049 2.064 -0.57
H 2.008 4.745 -1.935 0.29
H 3.393 5.352 -1.644 0.31
O 2.484 5.331 -1.463 -0.61
H 3.508 -0.515 -4.214 0.26
H 4.231 0.544 -3.477 0.35
O 4.260 0.095 -4.289 -0.71
H 1.428 -2.369 2.653 0.09
H 0.370 -1.439 1.865 0.03
O 0.665 -1.833 2.775 -0.06
H 0.598 1.819 5.425 0.24
H 2.132 2.057 4.979 0.32
O 1.427 1.456 5.087 -0.71
H 6.306 1.302 -2.416 0.29
H 5.707 0.233 -1.304 0.28
O 5.483 1.072 -1.963 -0.63
H 1.957 -1.461 4.666 0.29
H 3.145 -2.191 4.059 0.25
O 2.847 -1.342 4.408 -0.64
H 2.154 1.149 -6.333 0.29
H 3.347 1.141 -5.450 0.42
O 2.766 1.717 -5.865 -0.65
H -3.180 -0.056 -5.521 0.31
H -4.612 -0.485 -4.956 0.35
O -4.175 0.116 -5.545 -0.59
H 2.892 -2.494 -1.817 0.23
O 3.443 -1.963 -2.523 -0.67
H -0.436 3.423 1.079 0.29
H -1.064 2.160 1.241 0.02
O -1.004 2.963 1.746 -0.32
H -4.741 3.096 -0.883 0.19
H -0.387 -4.279 -4.873 0.23
H 3.632 -0.733 2.161 0.48
H -2.542 -2.001 -4.525 0.37
H -2.111 -3.366 5.467 0.23
H 4.423 -2.177 -2.361 0.30
O -2.393 0.877 5.813 -0.62
H -1.530 0.476 5.926 0.36
H -2.811 0.027 5.681 0.29
O 0.901 0.452 -0.398 -0.39
H 1.727 0.283 0.240 0.00
H 1.091 1.327 -0.903 0.16
O 3.180 2.559 -2.916 -0.49
H 4.168 2.130 -2.991 0.34
H 2.697 2.500 -3.766 0.23
O 2.265 -4.133 0.570 -0.64
H 1.627 -4.217 1.324 0.37
H 1.806 -4.213 -0.186 0.26
O -0.086 -4.550 1.472 -0.52
H -0.437 -5.440 1.250 0.25
H -0.302 -4.418 2.317 0.23
O 1.446 1.196 2.368 0.61
H 1.331 1.661 3.203 0.13
H 1.168 1.893 1.747 -0.32
O -3.469 -4.942 -0.671 -0.76
H -3.561 -4.511 -1.539 0.38
H -3.242 -4.102 -0.161 0.42


13
Properties=species:S:1:pos:R:3:mulliken_charge:R:1 method="wB97M-V/def2-TZVPD" largest_force_ev_per_a=4.8 smiles="C=CC(=S)NN=C" relative_energy_kcal_mol=104.9 molar_mass_g_mol=114.173 gap_ev=8.00
C 0.110 2.368 -0.089 -0.58
C -0.803 1.438 0.194 -0.22
C -0.650 -0.006 0.029 0.30
S -2.005 -1.005 0.026 -0.35
N 0.591 -0.617 -0.283 -0.03
N 1.811 -0.081 -0.099 -0.37
C 2.907 -0.808 0.131 -0.36
H -0.449 3.437 -0.270 0.22
H 1.073 2.006 -0.306 0.42
H -1.777 1.424 0.707 0.28
H 0.339 -1.635 -0.531 0.24
H 3.723 -0.183 0.663 0.25
H 2.961 -2.043 0.416 0.21


99
Properties=species:S:1:pos:R:3:mulliken_charge:R:1 method="wB97M-V/def2-TZVPD" largest_force_ev_per_a=0.3 total_charge=+1 molar_mass_g_mol=830.725 gap_ev=7.34
C -1.676 0.660 1.930 -0.84
C -2.546 1.189 0.788 -0.62
C -2.924 0.096 -0.202 -0.22
N -4.025 -0.755 0.371 0.19
C -4.382 -2.008 -0.400 -0.72
C -3.648 -3.216 0.161 -1.22
C -2.170 -3.440 -0.228 1.50
C -1.862 -3.181 -1.707 -1.12
C -1.790 -4.874 0.138 -1.75
H -1.223 1.480 2.490 0.44
H -0.867 0.025 1.562 0.25
H -2.272 0.086 2.648 0.05
H -2.045 1.991 0.242 0.40
H -3.462 1.631 1.202 0.34
H -3.292 0.475 -1.155 0.30
H -2.095 -0.585 -0.397 -0.11
H -4.850 -0.165 0.468 0.43
H -3.753 -1.034 1.317 0.08
H -5.463 -2.133 -0.331 0.39
H -4.122 -1.797 -1.437 0.38
H -3.720 -3.171 1.257 0.48
H -4.226 -4.101 -0.126 0.44
H -1.536 -2.777 0.379 -0.08
H -1.918 -2.126 -2.001 -0.06
H -0.841 -3.501 -1.919 0.42
H -2.534 -3.758 -2.353 0.40
H -2.109 -5.139 1.149 0.42
H -2.266 -5.583 -0.549 0.39
H -0.711 -5.017 0.077 0.41
C 2.842 -0.150 -3.368 -1.06
C 2.063 -0.623 -2.389 0.14
C 2.087 -2.076 -1.953 1.27
O 1.301 -2.384 -1.061 -0.61
C 2.989 -2.978 -2.598 -1.10
C 3.785 -2.521 -3.590 0.44
C 3.755 -1.062 -4.035 1.02
O 4.504 -0.739 -4.931 -0.54
O 4.628 -3.289 -4.228 -0.53
O 1.204 0.107 -1.687 -0.58
H 2.836 0.885 -3.680 0.51
H 3.007 -4.010 -2.278 0.49
H 5.149 -2.799 -4.905 0.33
H 0.816 -0.532 -1.053 0.28
C -3.279 1.774 5.810 -1.05
C -3.894 0.922 4.985 0.30
C -3.981 -0.573 5.241 1.23
O -4.523 -1.219 4.349 -0.69
C -3.418 -1.116 6.441 -1.11
C -2.812 -0.268 7.294 0.31
C -2.705 1.228 7.025 1.05
O -2.129 1.885 7.867 -0.57
O -2.251 -0.634 8.423 -0.57
O -4.469 1.244 3.828 -0.64
H -3.182 2.835 5.630 0.54
H -3.490 -2.179 6.622 0.46
H -1.898 0.178 8.841 0.38
H -4.882 0.398 3.550 0.36
C -0.254 7.697 7.284 -0.97
C -0.884 6.809 6.502 0.31
C -0.958 5.328 6.837 1.04
O -1.565 4.631 6.037 -0.58
C -0.330 4.845 8.036 -1.13
C 0.302 5.733 8.823 0.50
C 0.375 7.217 8.493 0.98
O 0.972 7.909 9.295 -0.62
O 0.914 5.425 9.947 -0.58
O -1.500 7.112 5.371 -0.59
H -0.198 8.751 7.052 0.44
H -0.400 3.793 8.269 0.45
H 1.271 6.263 10.304 0.38
H -1.866 6.270 5.037 0.36
C 9.978 -1.339 -6.362 -0.98
C 8.636 -1.386 -6.374 0.32
C 7.862 -2.591 -5.867 1.13
O 6.643 -2.491 -5.949 -0.75
C 8.565 -3.724 -5.346 -1.12
C 9.910 -3.680 -5.334 0.40
C 10.697 -2.477 -5.843 1.04
O 11.907 -2.571 -5.762 -0.62
O 10.680 -4.647 -4.892 -0.57
O 7.861 -0.410 -6.805 -0.57
H 10.539 -0.487 -6.716 0.44
H 8.002 -4.575 -4.991 0.46
H 11.603 -4.337 -5.004 0.38
H 6.937 -0.700 -6.668 0.35
C -3.167 2.560 -5.558 -1.07
C -3.821 1.596 -6.231 0.29
C -3.663 0.119 -5.904 0.96
O -4.326 -0.654 -6.564 -0.61
C -2.751 -0.274 -4.847 -0.90
C -2.095 0.690 -4.189 -0.16
C -2.282 2.170 -4.495 1.19
O -1.644 2.928 -3.782 -0.66
O -1.242 0.487 -3.196 -0.16
O -4.661 1.825 -7.217 -0.55
H -3.281 3.611 -5.781 0.45
H -2.618 -1.329 -4.647 0.59
H -0.882 1.370 -2.965 0.32
H -4.991 0.957 -7.522 0.39